C53H55GeN3P2Pd as an isolated structure at a distorted geometry, computed with ωB97M-V/def2-TZVPD.

The geometry in ORCA input format:
```
! wB97M-V def2-TZVPD RIJCOSX def2/J DEFGRID3
* xyz 2 5
H -1.894 -5.070 20.456
C 2.361 -10.361 17.604
C -2.235 -7.001 13.688
P -6.074 -12.210 19.352
H -5.538 -14.908 20.644
C -6.805 -12.965 22.011
H -6.281 -10.627 16.901
C -6.653 -11.633 16.726
C 0.535 -10.231 21.497
C -2.699 -6.293 17.477
C -3.036 -10.489 13.151
N -9.722 -9.501 20.657
H -3.164 -10.543 22.785
H -10.355 -12.217 19.933
H -5.995 -13.750 22.012
H 1.864 -12.356 17.139
C -1.144 -10.821 23.195
H -4.020 -7.938 16.069
C -4.098 -12.609 14.435
H -4.355 -13.600 14.878
C -0.203 -8.166 13.492
C -2.092 -7.033 20.020
H -7.536 -15.173 15.657
C -2.143 -5.764 19.690
H -1.469 -15.608 19.550
C 0.658 -8.726 16.949
C 0.232 -10.753 22.772
H -1.522 -13.556 18.163
H -9.055 -6.964 21.503
H -2.575 -5.348 12.388
H 0.977 -11.124 23.483
H -9.651 -11.770 17.660
H -8.372 -7.615 23.102
C -2.161 -10.387 22.390
H 2.582 -8.301 17.913
H -4.631 -13.383 12.481
H -7.774 -13.729 20.072
H -6.665 -7.398 21.275
C -9.558 -8.950 21.996
H -2.588 -9.635 12.656
H -3.220 -6.880 14.124
Pd -5.565 -9.921 19.617
H -3.836 -9.370 17.010
H -6.752 -8.895 22.203
C -2.956 -10.538 14.563
N -8.763 -10.165 18.721
C -2.899 -7.643 17.900
C -1.838 -6.100 12.678
H -6.814 -10.939 22.966
C -0.620 -6.285 12.045
C -8.635 -7.785 22.061
C -6.219 -11.622 22.351
C -2.353 -14.942 19.554
H 0.472 -8.921 13.892
C -3.537 -15.298 20.179
C -0.242 -9.745 16.557
H -2.759 -6.027 16.372
C -3.719 -11.462 12.432
H 1.573 -10.198 21.166
C -4.690 -13.354 19.428
C -2.596 -8.096 19.137
H -11.206 -10.715 21.470
H -10.530 -8.721 22.364
H -0.322 -9.593 19.594
C -4.681 -14.505 20.156
H -8.115 -12.121 20.486
H -11.716 -9.551 20.199
H -3.502 -12.069 18.242
C -3.525 -12.999 18.771
C -3.440 -11.648 15.186
H -1.342 -11.247 24.174
C -2.432 -5.349 18.446
C -1.426 -8.011 14.139
H 1.095 -7.456 11.929
H -3.240 -11.732 16.228
H -0.337 -5.629 11.228
H -2.341 -4.304 18.131
C -7.086 -13.878 17.294
H -1.771 -7.426 20.959
C -2.413 -13.812 18.773
H -7.528 -13.222 22.729
H -7.198 -11.015 14.752
H -7.711 -13.316 14.046
C -3.278 -8.511 16.709
H -3.774 -11.414 11.371
C -10.809 -11.358 19.465
C -8.656 -9.501 19.904
C 0.151 -7.345 12.441
H -7.147 -14.713 18.001
C -9.957 -10.907 18.260
H -7.920 -10.216 18.128
C -10.966 -10.289 20.471
H -3.630 -16.217 20.763
C -6.684 -12.591 17.726
N -7.479 -9.021 20.193
H -5.269 -11.326 21.933
H -10.510 -10.247 17.623
C 1.881 -9.046 17.520
C -7.300 -8.299 21.451
H -0.256 -11.884 16.103
C -7.124 -11.867 15.458
C -1.867 -10.017 21.072
H 0.341 -7.651 16.815
C 1.528 -11.352 17.157
C -7.390 -14.175 16.000
H -9.157 -9.769 22.608
C 0.290 -11.064 16.596
C -4.237 -12.574 13.054
Ge -1.859 -9.292 15.531
C -7.322 -12.859 20.543
H -11.834 -11.587 19.061
P -3.034 -9.709 19.785
H 3.353 -10.555 17.999
C -7.458 -13.155 15.055
C -0.556 -9.926 20.651
*
```

Computed properties:
Relative energy (zero: lowest compared OMol25 entry of this formula, charge and spin) (kcal/mol): 61.4
⟨S²⟩: 6.03
E_tot (eV): -138878.6821
Highest occupied orbital energy (alpha / beta) (eV): -12.092 / -12.499



C53H56Ge2N2RhS4Te as an isolated structure at a distorted geometry, computed with ωB97M-V/def2-TZVPD.

The geometry in ORCA input format:
```
! wB97M-V def2-TZVPD RIJCOSX def2/J DEFGRID3
* xyz -1 5
C -1.058 -4.383 -3.155
C 0.635 -0.107 -4.624
H -3.528 -5.010 3.329
C -1.554 -3.749 -0.851
H 0.179 3.319 -4.686
C 3.731 -3.465 -2.548
C -0.740 -3.568 -2.073
H 1.166 1.152 4.718
C -1.868 2.945 -2.968
C 0.751 -3.460 -4.403
H -1.887 -5.070 -3.060
H -2.643 3.535 -2.476
C -4.103 -4.759 2.442
H -1.080 2.242 5.073
H 2.405 2.025 6.668
C -3.724 0.709 1.701
H -2.408 0.329 5.301
C 2.837 1.249 6.052
H -3.289 -2.520 4.436
C 1.478 4.849 0.278
H 6.450 0.513 -3.825
C -1.496 2.779 0.452
S -1.043 -0.900 0.693
C -3.618 -3.479 0.337
N 4.792 1.105 7.471
N 2.637 -0.166 4.144
H -0.058 -0.092 -3.784
H 4.707 -3.843 -2.851
C -2.782 0.436 4.290
C -0.312 -4.337 -4.316
Ge 0.811 -1.442 -0.635
H 4.514 1.970 7.911
C -1.206 3.892 -0.324
H 5.782 0.919 7.474
C 0.446 3.601 -3.675
C 2.004 -0.477 -4.142
C -1.102 -4.633 0.130
C -2.410 1.548 3.550
H -0.867 3.040 3.505
C -4.236 0.864 0.299
H 2.925 1.344 -4.761
C -4.103 -0.371 2.481
C 3.489 -2.109 -3.141
C -1.931 -4.928 1.201
C 4.602 -0.246 5.477
C -1.599 2.630 4.197
H 2.964 -4.172 -2.864
H -4.774 -1.116 2.075
H 5.543 1.352 -5.090
H -3.477 6.059 0.943
H -4.043 -2.719 -2.448
C 5.497 0.979 -4.066
C -2.861 1.670 2.235
C -2.501 2.848 1.413
C 4.100 0.730 6.341
C 3.080 0.375 -4.312
H -4.792 -3.955 2.688
C 4.357 0.017 -3.895
C 2.044 4.437 -2.116
S 0.926 0.721 -1.433
H 2.344 3.849 -5.456
H -3.448 0.594 -0.405
H 0.639 0.878 -5.081
H 1.013 -4.592 0.411
H 1.366 -3.422 -5.293
H 3.060 5.227 -4.616
H 3.632 3.601 -4.269
C -3.208 4.032 1.583
H -4.525 1.895 0.097
H 5.577 -0.674 5.655
C 4.550 -1.234 -3.336
C -0.503 3.492 -2.669
H -2.490 -1.885 -2.435
H -3.790 -1.361 -1.353
H -4.696 -5.633 2.163
C -3.631 -0.531 3.775
H -5.096 0.219 0.122
H -1.586 -5.617 1.960
H 0.288 -6.198 0.580
H 2.458 5.319 0.264
C -0.165 3.888 -1.374
Te -0.079 -2.452 3.924
C -4.018 -1.724 4.594
H 0.749 5.564 0.659
C 2.746 4.189 -4.503
H -3.980 4.080 2.340
C 1.725 4.061 -3.411
H -1.940 1.922 -2.593
H 4.223 -1.391 3.700
C 3.847 -0.651 4.395
H 0.501 -5.473 -1.026
H 5.364 1.835 -3.405
C -3.311 -2.224 -1.807
C -1.926 5.069 -0.147
H 1.515 4.011 0.976
H -1.681 5.929 -0.758
C -2.921 5.140 0.808
S 2.418 -2.088 0.670
H 3.708 -3.407 -1.458
H -2.052 2.926 -4.041
Ge -0.190 1.253 0.495
H 5.541 -1.544 -3.029
C 2.147 0.764 4.963
H -4.597 -3.028 0.414
C 1.066 -2.626 -3.340
H -5.003 -2.089 4.310
C 0.321 -2.676 -2.167
H -2.257 3.441 4.517
H -0.558 -4.978 -5.149
C -3.195 -4.367 1.313
C 0.252 -5.269 0.015
H -4.028 -1.487 5.657
C -2.815 -3.164 -0.748
C 1.111 4.379 -1.095
S 1.141 1.702 2.128
H 3.042 4.790 -1.896
H 0.270 -0.837 -5.348
Rh 1.102 -0.828 2.450
C 2.209 -1.707 -3.512
*
```

Computed properties:
Relative energy (zero: lowest compared OMol25 entry of this formula, charge and spin) (kcal/mol): 0.0
⟨S²⟩: 6.02
E_tot (eV): -225534.1065
Highest occupied orbital energy (alpha / beta) (eV): -3.734 / -4.318



Among the records above, which one has the highest ⟨S²⟩?
C53H55GeN3P2Pd